C44H37AsCl6F9N4O8 | ωB97M-V with the def2-TZVPD basis set

ORCA input file:
```
! wB97M-V def2-TZVPD RIJCOSX def2/J DEFGRID3
* xyz -1 1
As 0.048 1.606 0.376
Cl -4.149 3.480 -0.345
Cl 3.353 5.491 2.291
Cl -4.269 3.355 2.561
Cl 1.148 6.544 0.728
Cl 3.437 5.416 -0.683
Cl -2.705 5.344 1.232
F 3.183 5.258 6.719
F 0.476 -0.002 -0.007
F -1.629 1.189 0.619
F -0.360 3.304 0.773
F 0.943 4.596 -3.194
F 1.643 2.138 0.157
F 0.542 0.679 -4.958
F -0.261 2.025 -1.244
F 0.325 1.359 2.065
O 4.699 0.404 -0.032
O -3.613 -3.019 -6.154
O 5.317 -1.641 -0.107
O -0.426 -5.510 4.622
O -2.509 -5.766 4.576
O -3.188 -4.640 -4.799
O -1.402 -7.273 0.570
O -2.358 -5.363 0.656
N -1.521 -5.142 4.369
N -3.301 -3.488 -5.114
N -1.426 -6.085 0.540
N 4.738 -0.751 0.370
C 2.437 5.381 0.799
C -0.201 5.285 -3.283
C -0.005 -4.048 0.285
C -1.547 6.934 -4.478
C 0.298 5.207 4.596
C 3.874 -2.432 2.006
C -1.639 -3.851 3.691
C 0.898 -2.774 -3.910
C 1.637 3.312 4.147
C -2.917 -2.939 -2.706
C -2.826 -3.463 3.135
C -2.280 -0.705 -2.068
C 2.426 -1.664 3.829
C -2.299 -0.252 -3.392
C -2.960 -2.281 2.415
C 0.532 -0.676 -4.944
C -1.145 5.129 -2.279
C 1.255 -3.490 -0.059
C -2.664 -1.154 -4.395
C -0.654 -1.843 2.856
C 3.154 -0.064 2.215
C -2.518 -2.037 -1.730
C 3.079 -2.676 3.125
C 2.284 -5.609 -0.169
C 2.305 4.843 5.784
C 0.668 -3.486 -5.061
C 0.465 4.032 3.896
C -0.104 -5.427 0.334
C -2.279 5.912 -2.416
C 2.632 3.712 5.043
C -3.317 3.704 1.152
C -0.517 -3.038 3.543
C 0.799 -1.391 -3.807
C 0.358 -2.737 -6.208
C 0.358 -1.349 -6.192
C 3.853 -1.090 1.567
C -1.856 -1.425 2.323
C -0.399 6.100 -4.372
C 2.354 -4.272 -0.364
C -2.493 6.778 -3.493
C 2.424 -0.380 3.375
C 1.061 -6.185 0.189
C 1.241 5.659 5.488
C -2.961 -2.461 -4.014
H -0.804 -3.431 0.606
H -3.693 -4.078 3.312
H 0.432 -3.462 3.833
H 0.962 -7.261 0.256
H 1.007 -0.936 -2.847
H -2.018 0.806 -3.615
H 0.698 -4.544 -5.156
H 3.221 -3.756 -0.741
H 3.174 -6.219 -0.211
H 1.968 4.415 0.843
H -3.062 -3.996 -2.574
H -0.971 4.453 -1.435
H -2.498 2.994 1.115
H 0.298 6.190 -5.186
H 1.876 0.374 3.916
H -2.779 -0.814 -5.399
H 0.287 -0.767 -7.083
H 3.554 3.179 5.213
H -3.853 -2.013 1.918
H 1.219 -2.418 -0.174
H 2.951 -3.702 3.410
H 4.397 -3.125 1.433
H -1.635 7.526 -5.381
H -2.009 0.005 -1.287
H 1.849 2.424 3.533
H 0.203 -1.195 2.770
H 3.161 0.953 1.864
H -0.571 5.864 4.439
H 1.101 -3.262 -2.957
H -1.936 -0.518 1.753
H -2.386 -2.395 -0.724
H 1.760 -1.871 4.688
H -0.215 3.692 3.128
H 0.122 -3.280 -7.114
H 1.065 6.563 6.046
H -3.045 5.902 -1.633
H -3.375 7.409 -3.600
*
```

The calculation puts the HOMO-LUMO gap at 8.46 eV.

Results of the Mulliken charge analysis, in e, for atoms 1 through 2:
1 As 2.365
2 Cl -0.133

C44H37Cl3CrN4O2P2S | ωB97M-V with the def2-TZVPD basis set

ORCA input file:
```
! wB97M-V def2-TZVPD RIJCOSX def2/J DEFGRID3
* xyz 0 5
Cr 0.954 -0.381 -0.315
Cl -2.340 4.550 -1.344
Cl -1.706 2.803 3.476
Cl -3.964 3.679 0.896
S 0.645 -1.100 -3.763
P 2.430 -1.983 0.809
P -2.240 -0.113 1.614
O 1.472 -0.768 -4.897
O 0.331 -2.463 -3.463
N -0.153 1.033 0.213
N 2.389 0.893 -1.135
N -0.205 -1.986 -0.071
N 1.262 -0.441 -2.432
C 0.279 -3.281 -0.037
C -2.018 -0.754 -3.342
C 0.637 2.882 2.234
C 1.107 3.548 1.118
C 6.253 -1.602 -0.482
C 4.871 -1.546 -0.386
C -2.121 1.701 -4.619
C -2.436 -0.888 -0.043
C -5.613 0.900 3.664
C 1.761 -3.488 0.044
C 0.701 3.359 -0.186
C 3.304 1.782 -0.747
C 1.924 -1.951 2.540
C -1.570 -2.091 -0.142
C -3.202 -0.031 -3.376
C -3.946 0.437 1.979
C -2.536 3.443 -0.020
C 1.679 -0.680 4.573
C 6.998 -2.134 0.562
C -0.525 1.953 2.394
C -1.610 2.531 0.197
C 4.227 -2.029 0.749
C -3.272 1.205 -4.011
C -1.944 -3.410 -0.150
C -6.568 1.109 2.680
C 2.200 0.556 -2.422
C -4.921 0.633 1.003
C 4.980 -2.565 1.793
C -1.249 1.415 1.154
C -4.565 1.964 -4.079
C 3.881 2.122 -3.020
C -6.222 0.963 1.344
C 4.091 2.430 -1.669
C 1.247 -3.015 3.129
C -0.753 -4.179 -0.076
C -0.932 0.993 -4.592
C 6.361 -2.614 1.698
C -0.883 -0.234 -3.943
C 2.950 1.195 -3.426
C 1.009 -1.747 5.157
C -0.306 2.322 -0.533
C 0.790 -2.910 4.435
C 2.128 -0.780 3.267
C -4.320 0.550 3.315
H -0.050 1.384 -5.079
H 2.810 0.933 -4.460
H 1.842 0.233 5.129
H -5.051 1.819 -5.046
H 2.626 0.072 2.814
H -4.087 -0.441 -2.907
H 0.251 -3.733 4.882
H -5.257 1.639 -3.304
H -7.581 1.373 2.953
H -2.958 -3.775 -0.182
H 1.037 -3.910 2.562
H -3.591 0.364 4.092
H 4.489 -2.933 2.685
H -2.160 2.657 -5.125
H 4.830 3.149 -1.354
H -1.967 -1.718 -2.853
H -4.662 0.548 -0.044
H -2.241 -0.162 -0.839
H 0.645 -1.666 6.172
H 4.478 2.617 -3.775
H 1.890 4.275 1.297
H -5.883 0.997 4.708
H -3.478 -1.199 -0.149
H 6.942 -3.029 2.511
H -0.384 2.166 -1.613
H -6.961 1.114 0.570
H 2.041 -4.385 0.605
H 6.744 -1.228 -1.369
H 8.076 -2.172 0.490
H 4.296 -1.128 -1.204
H -0.665 -5.252 -0.077
H -4.405 3.034 -3.950
H 1.119 3.969 -0.974
H -0.200 1.076 2.964
H 1.105 3.122 3.180
H 3.377 1.961 0.317
H 2.240 -3.556 -0.941
*
```

The value obtained for the energy relative to the best compared isomer or geometry (same formula, charge and spin) is 0.935 eV. The calculation puts the HOMO-LUMO gap (alpha / beta) at 6.63 / 6.42 eV.

Results of the Mulliken charge analysis, in e, for atoms 1 through 2:
1 Cr -0.487
2 Cl -0.187

C44H37N3O6P2PtS2Se | ωB97M-V with the def2-TZVPD basis set

ORCA input file:
```
! wB97M-V def2-TZVPD RIJCOSX def2/J DEFGRID3
* xyz 0 1
Pt -0.711 -1.167 -0.217
Se -3.639 -1.451 0.765
S -0.105 -3.991 0.039
S -2.846 -3.984 -0.923
P -0.340 1.164 -0.279
P 1.205 -1.436 1.140
O 1.526 -4.003 -0.432
O -0.423 -5.361 -0.138
O -4.116 -3.288 -1.031
O -2.132 -3.543 0.325
O -2.930 -5.387 -1.145
O 0.018 -3.438 1.385
N -2.898 -0.848 -0.697
N -5.039 -0.443 0.585
N 2.111 1.271 1.107
C 1.341 0.003 4.955
C -5.776 1.552 -2.385
C 2.873 -3.121 2.698
C 0.549 -2.432 -2.299
C -4.575 1.356 -3.086
C -3.598 2.679 1.577
C 0.760 1.755 1.108
C 3.720 -4.213 2.885
C -5.978 1.005 -1.147
C 0.204 1.099 -2.952
C 2.712 -3.609 0.258
C 1.620 3.472 -3.083
C 3.026 3.331 1.962
C 1.094 3.055 -1.873
C 0.722 1.522 -4.162
C -0.454 -3.016 -1.502
C 1.437 2.707 -4.226
C 2.418 -2.760 1.457
C 1.705 -0.369 3.673
C 4.055 -5.040 1.801
C 0.380 1.862 -1.801
C 3.573 -4.790 0.562
C -1.689 -3.273 -2.087
C -2.316 3.079 -0.854
C 4.325 2.040 0.418
C -0.919 -0.686 4.520
C -0.559 -1.068 3.239
C -2.453 1.968 1.282
C 4.024 4.284 2.001
C 5.178 4.129 1.250
C 0.273 -2.096 -3.617
C -4.103 3.589 0.662
C -3.562 0.598 -2.560
C -4.972 0.200 -0.589
C 2.375 -0.040 0.579
C -1.969 -2.925 -3.393
C 0.755 -0.916 2.814
C -1.792 2.181 0.071
C -3.749 -0.008 -1.310
C 3.144 2.201 1.145
C -0.980 -2.338 -4.169
C -3.466 3.784 -0.552
C 0.032 -0.157 5.379
C 5.327 2.989 0.480
H -0.340 0.167 -2.863
H 2.723 -0.234 3.336
H 2.155 3.452 2.589
H 1.240 3.667 -0.996
H -4.102 2.525 2.518
H -2.069 1.229 1.974
H -1.825 3.215 -1.807
H 2.083 0.412 5.625
H 3.767 -5.455 -0.263
H 4.686 -5.902 1.966
H -6.897 1.155 -0.601
H -2.957 -3.120 -3.779
H -5.001 4.142 0.889
H 3.906 5.153 2.633
H 6.232 2.837 -0.092
H 2.175 4.397 -3.135
H 3.247 -2.981 -0.494
H 0.581 0.929 -5.054
H 1.545 -2.275 -1.908
H 5.951 4.881 1.270
H -1.284 -1.510 2.563
H -1.939 -0.806 4.853
H 0.230 1.459 2.025
H 3.397 -0.320 0.851
H -0.245 0.123 6.385
H -1.182 -2.061 -5.192
H 1.852 3.035 -5.167
H -2.641 0.437 -3.096
H 2.570 -2.553 3.565
H 2.290 -0.040 -0.528
H -4.458 1.809 -4.060
H -6.561 2.136 -2.841
H 0.758 2.849 1.053
H 1.054 -1.648 -4.217
H 4.462 1.182 -0.220
H 4.075 -4.451 3.875
H -3.869 4.487 -1.266
*
```

The value obtained for the energy relative to the best compared isomer or geometry (same formula, charge and spin) is 5.610 eV. The calculation puts the HOMO-LUMO gap (alpha / beta) at 3.61 / 2.72 eV.

Results of the Mulliken charge analysis, in e, for atoms 1 through 2:
1 Pt 3.153
2 Se 0.618

C44H37N7NdP2S4 | ωB97M-V with the def2-TZVPD basis set

ORCA input file:
```
! wB97M-V def2-TZVPD RIJCOSX def2/J DEFGRID3
* xyz -1 4
Nd 11.242 11.907 15.469
S 9.747 9.820 17.140
S 12.554 11.133 13.009
S 13.092 10.009 16.498
S 11.259 14.167 14.053
P 8.886 11.068 13.520
P 8.490 13.102 16.231
N 11.881 12.968 18.069
N 14.740 10.173 22.222
N 12.317 12.815 20.197
N 13.507 12.975 19.607
N 10.917 9.727 23.252
N 13.868 13.043 15.985
N 16.555 12.595 16.623
C 14.834 12.925 15.080
C 9.082 12.771 11.463
C 13.864 9.916 21.521
C 7.310 16.378 14.062
C 15.597 12.879 17.543
C 9.931 7.213 13.903
C 16.186 12.654 15.367
C 7.890 13.623 20.791
C 11.464 9.573 20.741
C 9.410 13.208 10.190
C 5.449 15.833 15.453
C 12.863 9.723 20.515
C 9.493 12.261 9.158
C 9.125 10.511 10.762
C 7.574 12.417 18.831
C 10.988 9.742 18.342
C 7.476 12.525 20.194
C 8.049 15.341 14.629
C 9.836 8.516 13.469
C 7.368 11.777 15.703
C 8.696 9.307 13.724
C 7.361 11.839 14.153
C 6.045 16.675 14.539
C 10.575 9.472 19.662
C 13.368 12.734 10.785
C 9.401 10.905 9.455
C 8.946 11.461 11.746
C 12.395 9.793 18.093
C 13.250 9.725 19.211
C 8.579 14.612 20.023
C 11.324 12.816 19.282
C 14.311 13.034 17.233
C 11.132 9.665 22.120
C 8.837 14.361 18.687
C 8.935 6.694 14.725
C 12.792 15.269 12.062
C 12.411 13.921 12.705
C 12.820 12.736 12.199
C 7.783 7.399 14.912
C 13.213 13.022 18.300
C 7.471 14.461 15.526
C 8.265 13.283 18.026
C 6.145 14.726 15.967
C 7.625 8.709 14.464
H 5.501 17.562 14.194
H 10.689 8.980 12.967
H 13.734 15.251 11.416
H 14.480 12.694 10.749
H 16.952 12.366 14.642
H 4.421 16.068 15.795
H 9.561 9.469 19.897
H 9.127 9.472 11.015
H 6.922 6.948 15.422
H 6.483 11.344 13.700
H 7.829 13.809 21.834
H 7.811 17.051 13.309
H 13.051 13.566 10.141
H 9.110 15.232 14.328
H 10.299 12.511 19.502
H 5.669 14.185 16.767
H 9.695 12.676 8.129
H 12.222 12.701 21.211
H 13.045 15.988 12.856
H 7.139 11.562 18.440
H 8.936 5.694 15.155
H 9.581 10.156 8.672
H 12.110 15.712 11.346
H 7.652 10.769 16.106
H 13.007 11.798 10.301
H 6.353 12.062 15.960
H 6.655 9.153 14.643
H 9.073 13.532 12.323
H 14.530 12.927 14.022
H 14.293 9.757 18.904
H 15.951 12.887 18.552
H 9.472 14.275 9.954
H 9.408 15.057 18.076
H 7.354 12.856 13.788
H 10.744 6.550 13.636
H 6.960 11.708 20.684
H 8.973 15.517 20.501
*
```

The value obtained for the energy relative to the best compared isomer or geometry (same formula, charge and spin) is 0.144 eV. The calculation puts the HOMO-LUMO gap (alpha / beta) at 6.39 / 6.39 eV.

Results of the Mulliken charge analysis, in e, for atoms 1 through 2:
1 Nd 0.680
2 S -0.225

C44H37N7O2STi | ωB97M-V with the def2-TZVPD basis set

ORCA input file:
```
! wB97M-V def2-TZVPD RIJCOSX def2/J DEFGRID3
* xyz -2 3
Ti 0.486 -0.216 0.980
S 1.726 -3.679 -1.578
O 3.136 -3.770 -1.291
O 1.019 -4.919 -1.759
N 7.248 2.434 2.288
N 1.286 -1.980 1.762
N 2.279 0.552 1.289
N -0.003 1.333 -0.165
N -5.258 8.143 2.884
N 1.034 -2.751 -0.404
N -0.871 0.226 2.336
C 1.487 -3.000 0.914
C 2.092 -4.192 1.327
C -2.419 -0.118 -1.630
C -4.063 4.816 2.999
C 1.671 -2.845 -3.179
C -0.032 -1.680 -0.548
C 6.179 2.036 2.077
C 2.548 -3.159 3.426
C -1.740 -3.108 0.675
C -0.912 2.353 0.119
C 4.641 0.539 0.831
C 1.073 -1.685 -3.632
C -1.476 2.544 1.466
C 2.184 -1.587 -7.275
C 1.992 -2.033 -5.850
C 3.724 2.018 2.527
C -1.854 -3.053 -1.794
C -0.847 -0.399 3.587
C 4.873 1.544 1.816
C -2.240 3.699 1.756
C -1.269 1.559 2.538
C -1.502 -2.218 -0.547
C -2.387 -0.965 -0.521
C -3.085 -0.570 0.615
C 2.427 -3.608 -4.074
C 2.634 -4.258 2.587
C 2.494 1.512 2.250
C -3.834 6.046 2.350
C -0.306 2.494 -2.079
C 2.574 -3.206 -5.388
C 1.247 -1.289 -4.960
C -1.142 3.054 -1.070
C -3.819 1.453 -0.463
C -3.795 0.626 0.647
C 0.369 1.455 -1.502
C -2.043 4.973 1.109
C -3.120 1.077 -1.603
C -1.171 0.498 4.565
C -1.418 1.740 3.914
C 3.381 0.090 0.604
C -2.792 6.083 1.405
C 1.846 -2.062 2.979
C -4.621 7.206 2.645
C -3.304 3.708 2.731
H 1.686 -1.198 3.610
H -2.565 7.024 0.914
H -2.917 -3.318 -1.777
H -3.031 -1.159 1.520
H -1.843 3.860 -1.206
H -1.234 5.068 0.404
H 2.904 -4.517 -3.731
H 0.780 -0.365 -5.286
H -1.439 -2.623 1.607
H -3.540 2.781 3.235
H -4.283 0.932 1.565
H -1.668 2.671 4.396
H 2.147 -5.039 0.660
H -0.637 -1.452 3.680
H 1.855 -2.358 -7.975
H 3.123 -5.169 2.912
H -1.175 -4.040 0.576
H -3.078 1.739 -2.460
H 1.612 1.856 2.779
H -4.326 2.410 -0.420
H 2.983 -3.154 4.415
H 3.199 -0.682 -0.136
H 3.826 2.775 3.292
H -0.219 2.817 -3.109
H 0.470 -1.050 -3.012
H -4.878 4.746 3.713
H 0.121 -1.169 -1.475
H -1.672 -2.507 -2.722
H 1.128 0.821 -1.938
H -1.228 0.293 5.626
H -1.282 -3.980 -1.826
H -2.799 -3.366 0.757
H 5.466 0.127 0.262
H 3.238 -1.385 -7.480
H 3.166 -3.816 -6.064
H 1.621 -0.677 -7.481
H -1.840 -0.355 -2.514
*
```

The value obtained for the energy relative to the best compared isomer or geometry (same formula, charge and spin) is 0.840 eV. The calculation puts the HOMO-LUMO gap (alpha / beta) at 3.47 / 3.48 eV.

Results of the Mulliken charge analysis, in e, for atoms 1 through 2:
1 Ti -1.244
2 S 1.264